A molecular structure, C39H52MnN8S2Si2, computed with the ωB97M-V functional and the def2-TZVPD basis.

Calculated values
multiplicity: 4
HOMO (alpha / beta): -12.4 / -13.3 eV
orbital gap (alpha / beta): 6.31 / 7.05 eV
charge: +2
electronic energy: -121943.1888 eV

Each line ends with the Löwdin charge.
Element x y z (Å)
1 Mn -0.08642 -0.46910 -0.40024  0.214
2 C -0.59109 2.56631 3.91151  -0.173
3 Si -1.03422 2.00838 2.21511  0.442
4 C -2.53614 0.94519 2.19866  -0.161
5 C -1.03950 3.36338 0.97354  -0.301
6 C -1.02586 4.67216 1.46738  -0.080
7 C -1.09533 5.76227 0.61131  -0.050
8 C -1.16971 5.54671 -0.75363  -0.046
9 C -1.16520 4.25152 -1.25717  -0.086
10 C -1.10402 3.13482 -0.41556  -0.281
11 Si -1.23934 1.47858 -1.30711  0.603
12 C -3.05582 1.11228 -1.53133  -0.179
13 C -0.54743 1.72532 -3.02675  -0.185
14 H -1.42022 3.15342 4.31834  0.062
15 H 0.29376 3.20258 3.90675  0.045
16 H -0.43259 1.72234 4.58578  0.035
17 H -3.39790 1.58292 2.42035  0.066
18 H -2.49950 0.14212 2.93935  0.029
19 H -2.69395 0.49530 1.21995  -0.010
20 H -0.95936 4.85333 2.53403  0.098
21 H -1.08820 6.76879 1.00778  0.118
22 H -1.22590 6.38651 -1.43425  0.118
23 H -1.21708 4.12670 -2.33226  0.097
24 H -3.53303 2.06962 -1.76231  0.057
25 H -3.56391 0.69417 -0.66203  0.023
26 H -3.20995 0.43449 -2.37373  0.037
27 H -1.33895 2.19387 -3.61989  0.057
28 H -0.29704 0.79602 -3.53352  0.008
29 H 0.31918 2.38513 -3.04312  0.035
30 S 0.73233 0.79565 1.49697  0.829
31 C 0.84734 -0.41694 2.78491  -0.530
32 N 1.55752 -0.13250 3.89291  -0.068
33 C 1.27924 -0.94684 5.07813  -0.082
34 C 1.20420 -2.39136 4.66453  -0.077
35 N 0.21924 -2.56629 3.59386  -0.088
36 C -0.64256 -3.75525 3.68073  -0.107
37 C -1.49007 -3.70960 4.92649  -0.232
38 C -1.51078 -4.79207 5.79541  -0.035
39 C -2.30961 -4.76302 6.93248  -0.058
40 C -3.08394 -3.64695 7.20929  -0.065
41 C -3.06562 -2.55926 6.34318  -0.065
42 C -2.27355 -2.59321 5.20602  -0.043
43 C 0.13402 -1.64132 2.64004  -0.592
44 S -0.74324 -1.98272 1.17563  0.792
45 C 2.57787 0.94624 3.94653  -0.101
46 C 3.72116 0.59355 4.85322  -0.252
47 C 4.65959 -0.34964 4.44168  -0.043
48 C 5.70876 -0.70232 5.27630  -0.060
49 C 5.82698 -0.10896 6.52780  -0.060
50 C 4.89992 0.83754 6.93961  -0.055
51 C 3.84557 1.18516 6.10422  -0.040
52 H 0.33343 -0.62525 5.52591  0.141
53 H 2.07673 -0.80276 5.80203  0.131
54 H 0.91151 -3.01299 5.50798  0.141
55 H 2.18022 -2.72710 4.30276  0.147
56 H -0.00890 -4.64423 3.68519  0.139
57 H -1.25667 -3.79238 2.78602  0.079
58 H -0.90253 -5.66489 5.58580  0.118
59 H -2.32086 -5.61165 7.60330  0.114
60 H -3.70286 -3.62331 8.09616  0.113
61 H -3.67687 -1.69100 6.55178  0.109
62 H -2.27617 -1.74732 4.52224  0.099
63 H 2.11212 1.87955 4.25905  0.112
64 H 2.94014 1.08050 2.92929  0.102
65 H 4.57572 -0.80309 3.45840  0.114
66 H 6.44070 -1.42892 4.94936  0.112
67 H 6.64907 -0.37854 7.17724  0.114
68 H 4.99854 1.30808 7.90868  0.114
69 H 3.12388 1.92880 6.42462  0.120
70 N -3.72901 -3.81325 -4.21114  0.172
71 C -2.95276 -3.04894 -3.42960  -0.288
72 C -3.33021 -2.70027 -2.11919  0.019
73 C -2.49092 -1.94452 -1.35146  -0.195
74 N -1.28392 -1.48429 -1.76277  -0.084
75 C -0.96064 -1.77685 -3.03929  -0.127
76 C -1.72428 -2.53507 -3.88190  0.023
77 H -4.61811 -4.15294 -3.88909  0.123
78 H -3.45949 -4.03941 -5.15229  0.123
79 H -4.28160 -3.01679 -1.71297  0.128
80 H -2.80287 -1.66358 -0.35630  0.072
81 H -0.04181 -1.35914 -3.40976  0.071
82 H -1.38087 -2.71929 -4.89120  0.127
83 C 2.53154 1.04393 -1.30809  -0.173
84 N 3.93920 0.98091 -1.61922  -0.074
85 C 4.60456 0.09710 -0.66043  -0.142
86 N 4.05809 -1.26600 -0.71341  -0.074
87 C 2.64857 -1.21463 -0.40472  -0.183
88 N 1.87068 -0.31398 -1.34903  -0.132
89 C 2.13558 -0.86943 -2.72554  -0.174
90 N 3.54009 -0.92315 -3.04897  -0.074
91 C 4.10765 0.42600 -2.96487  -0.138
92 C 4.22279 -1.78016 -2.07810  -0.142
93 H 2.02347 1.67493 -2.03389  0.112
94 H 2.39597 1.46389 -0.31617  0.079
95 H 4.47585 0.49687 0.34768  0.128
96 H 5.66918 0.06028 -0.88617  0.137
97 H 2.52235 -0.83451 0.60894  0.083
98 H 2.21701 -2.21621 -0.46428  0.132
99 H 1.62573 -0.23137 -3.44609  0.115
100 H 1.72904 -1.87992 -2.75952  0.123
101 H 3.61226 1.07458 -3.68833  0.137
102 H 5.16882 0.38173 -3.20547  0.137
103 H 5.28413 -1.81786 -2.31946  0.137
104 H 3.81585 -2.79074 -2.13332  0.135